(1)
92
Properties=species:S:1:pos:R:3:forces:R:3:mulliken_charge:R:1 method="wB97M-V/def2-TZVPD" gap_ev=7.452 largest_force_ev_per_a=0.8 charge=+1 spin_multiplicity=1
C 4.19394 -3.24832 1.22939 -0.094 0.120 0.080 -0.80
C 4.28870 -2.97350 2.74156 -0.157 -0.123 -0.094 -0.73
C 3.12129 -2.20206 3.33126 0.050 -0.070 0.099 -0.49
N 3.12161 -0.75501 2.96945 0.034 -0.115 0.048 -0.25
C 2.50158 -0.43955 1.76105 0.142 -0.017 -0.034 -0.25
N 3.32416 -0.15120 0.74834 -0.105 0.117 -0.069 0.34
C 2.95340 0.12751 -0.51484 -0.014 0.023 0.062 0.69
C 4.11552 0.42682 -1.40832 0.423 -0.019 -0.080 -1.23
N 5.01827 -0.72893 -1.45175 -0.125 0.056 0.305 -0.13
C 5.65581 -0.95103 -2.75027 0.207 0.018 -0.089 -0.86
C 1.59946 0.08658 -0.81828 -0.241 -0.091 -0.046 -1.19
I 1.11191 0.50506 -2.80607 -0.068 0.078 0.103 0.15
C 0.66039 -0.21054 0.19736 0.226 0.239 0.139 0.65
C -0.82179 -0.33357 -0.13031 -0.225 0.152 0.008 0.05
O -1.23087 -0.37274 -1.25414 0.038 -0.324 -0.082 -0.48
O -1.60977 -0.40616 0.94017 0.481 -0.405 -0.059 0.03
C -2.66194 -1.39445 0.91674 -0.586 -0.167 0.173 -0.75
C -4.04250 -0.75811 0.87575 -0.395 0.116 0.127 -0.39
O -4.73062 -1.08400 -0.33170 0.742 0.070 -0.319 -0.40
C -5.11300 -0.00350 -1.09326 -0.463 0.235 0.066 0.77
C -4.47267 0.05573 -2.44300 -0.050 -0.219 -0.092 -0.85
O -5.88961 0.80654 -0.67533 0.299 0.021 0.124 -0.52
C 1.12678 -0.42651 1.51015 -0.102 0.135 -0.037 0.78
O 0.33680 -0.69897 2.56653 0.081 -0.011 -0.095 -0.56
C 0.13539 0.37053 3.51873 -0.407 0.006 0.445 -0.68
C -0.90180 1.40527 3.14672 0.128 0.606 0.049 -0.01
C -0.46348 2.40417 2.06206 0.103 -0.082 0.080 -1.19
H 4.97532 -2.73101 0.67480 0.048 -0.031 -0.052 0.12
H 3.22631 -2.94095 0.82335 -0.043 0.003 -0.018 0.18
H 4.27784 -4.31161 1.02007 0.121 -0.014 -0.056 0.52
H 5.20653 -2.44553 2.99684 0.079 -0.027 -0.030 0.35
H 4.32256 -3.93324 3.25736 0.035 0.029 0.112 0.37
H 3.18954 -2.23929 4.41709 0.024 0.092 0.029 0.50
H 2.16799 -2.66910 3.06676 -0.032 0.021 -0.086 0.28
H 2.72938 -0.22240 3.73217 -0.060 0.026 -0.018 0.44
H 4.31910 -0.15291 0.96512 0.041 -0.045 0.021 0.46
H 4.64544 1.27676 -0.96027 0.015 0.076 -0.062 0.18
H 3.81295 0.74586 -2.40137 -0.260 -0.087 0.027 0.54
H 4.54318 -1.56336 -1.13728 -0.050 -0.094 -0.207 0.04
H 5.06040 -1.56368 -3.42811 -0.054 0.044 0.018 0.13
H 5.83750 0.00629 -3.23599 0.002 0.045 0.025 0.39
H 6.62787 -1.42166 -2.61535 -0.011 -0.069 0.051 0.39
H -2.55210 -1.96101 1.84020 0.195 0.119 0.073 0.42
H -2.54238 -2.08588 0.08559 0.073 0.158 -0.172 0.48
H -4.64611 -1.10071 1.71417 -0.019 -0.074 0.021 0.37
H -3.93951 0.32411 0.96797 -0.047 0.045 0.043 0.32
H -4.27358 -0.94177 -2.82719 -0.055 -0.009 -0.048 0.33
H -3.50968 0.55976 -2.34569 0.025 -0.011 0.089 0.10
H -5.10052 0.63152 -3.11439 -0.023 -0.016 -0.066 0.36
H 1.07213 0.89075 3.74278 0.147 -0.064 -0.206 0.29
H -0.17068 -0.13543 4.43259 0.007 -0.145 -0.058 0.39
H -1.86343 0.95705 2.91478 0.035 -0.125 0.007 -0.05
H -1.05190 1.98192 4.06298 -0.040 -0.121 0.109 0.48
H 0.61772 2.36591 1.90484 0.023 -0.021 -0.061 0.29
H -0.67350 3.42480 2.37537 -0.154 0.019 -0.087 0.47
H -0.95385 2.23637 1.10449 0.011 -0.014 -0.046 0.13
C -6.12963 3.60371 4.07393 -0.198 -0.416 -0.253 -0.63
C -6.31858 5.11019 3.84239 0.012 0.040 0.277 0.84
C -5.20446 5.85779 3.10379 -0.050 0.048 -0.113 0.10
F -4.05119 5.81700 3.80595 0.011 -0.024 0.008 -0.22
F -5.56819 7.14785 2.96050 0.034 -0.001 0.022 -0.27
F -6.58921 5.72654 5.00848 0.010 0.009 -0.029 -0.27
F -7.41345 5.23039 3.03905 -0.008 -0.043 -0.074 -0.32
O -5.68680 3.20294 5.35725 0.080 0.436 0.143 -0.37
C -4.37263 3.10064 5.69304 -0.138 -0.174 -0.059 0.75
C -4.01286 4.03158 6.85689 0.014 -0.012 0.068 0.15
F -4.22908 5.31073 6.50871 0.047 0.010 -0.017 -0.21
F -2.69592 3.87546 7.13306 0.001 0.010 0.024 -0.25
F -3.54366 3.29580 4.64620 -0.014 0.019 -0.088 -0.20
F -4.15778 1.83401 6.12824 0.076 -0.072 -0.029 -0.32
H -7.13230 3.18693 4.00004 -0.012 0.012 0.020 0.40
H -5.54132 3.14879 3.27622 0.130 0.136 0.018 0.29
H -5.04234 5.42418 2.11300 0.014 -0.011 0.011 0.29
H -4.60716 3.78252 7.73746 0.012 -0.005 0.005 0.27
C 1.71303 -1.70310 -6.46061 -0.415 0.372 -0.086 -0.67
C 3.13142 -1.56126 -5.88962 -0.028 -0.263 0.097 1.00
C 4.30337 -1.50542 -6.87402 0.059 0.071 0.018 0.07
F 4.40677 -2.65477 -7.55957 0.001 -0.014 0.008 -0.23
F 5.44057 -1.32933 -6.15794 0.006 -0.009 -0.033 -0.24
F 3.35678 -2.51526 -4.96072 -0.004 0.002 -0.011 -0.31
F 3.16681 -0.35373 -5.23682 -0.027 0.078 -0.145 -0.31
O 1.14212 -2.99097 -6.44355 0.440 -0.213 0.197 -0.41
C 1.30340 -3.87123 -7.48445 -0.207 0.104 -0.054 0.79
C 1.99030 -5.16119 -7.01861 -0.012 -0.056 0.014 0.19
F 3.21203 -4.87881 -6.52187 0.014 -0.003 -0.015 -0.22
F 2.13225 -5.98074 -8.07801 0.022 -0.012 0.009 -0.25
F 1.94889 -3.31554 -8.52205 0.048 0.000 0.019 -0.28
F 0.07290 -4.22247 -7.91096 -0.039 0.028 -0.064 -0.30
H 1.08475 -1.12841 -5.78090 0.005 -0.007 0.020 0.25
H 1.63145 -1.22843 -7.43904 0.171 -0.081 -0.054 0.35
H 4.18909 -0.66817 -7.56740 0.001 -0.016 -0.012 0.31
H 1.38911 -5.64990 -6.24968 -0.008 -0.002 -0.008 0.26

***

(2)
69
Properties=species:S:1:pos:R:3:forces:R:3:mulliken_charge:R:1 method="wB97M-V/def2-TZVPD" smiles="CCCCCCN(CCCCCC)C(=O)Cc1c(-c2ccc(F)cc2)[nH]c2ccccc12" gap_ev=8.299 largest_force_ev_per_a=0.7 e_above_lowest_kcal_mol=6.4 spin_multiplicity=1
C 0.34255 -7.60663 1.12194 0.179 0.137 0.131 -1.30
C 0.86112 -6.26667 1.62894 -0.285 -0.049 -0.215 -0.38
C -0.02329 -5.10713 1.17561 0.435 0.060 0.246 -0.44
C 0.50524 -3.76338 1.67343 -0.382 -0.001 -0.054 -1.10
C -0.42171 -2.59053 1.35758 0.269 -0.124 -0.178 0.31
C -0.54371 -2.31831 -0.14870 0.153 -0.049 0.402 -1.41
N -1.26982 -1.09853 -0.42354 -0.292 -0.074 -0.103 0.75
C -2.71351 -1.21306 -0.53353 -0.321 0.017 -0.129 -1.33
C -3.16395 -1.75262 -1.89365 0.184 0.331 0.084 -0.50
C -2.71811 -0.84891 -3.04061 -0.039 -0.299 -0.088 -0.07
C -3.13229 -1.37155 -4.41580 -0.173 0.232 0.231 -0.88
C -4.63886 -1.31571 -4.66026 0.228 -0.142 -0.210 -0.17
C -4.99174 -1.74159 -6.08042 -0.078 0.074 0.233 -1.37
C -0.71635 0.13941 -0.47574 0.229 -0.269 -0.006 0.68
O -1.39341 1.14185 -0.59886 -0.025 0.330 -0.050 -0.69
C 0.80991 0.20100 -0.38772 -0.155 0.460 0.038 -0.93
C 1.28915 1.61169 -0.31517 0.083 0.032 0.530 0.62
C 1.52286 2.35317 0.82088 -0.017 -0.377 -0.624 -0.11
C 1.35893 1.98551 2.21820 -0.010 -0.042 0.302 -0.15
C 0.26944 1.21338 2.62606 0.194 0.149 -0.059 -0.19
C 0.12550 0.83478 3.94668 0.103 -0.043 0.291 -0.67
C 1.07598 1.24172 4.86557 0.000 0.012 -0.086 0.25
F 0.94304 0.87048 6.15819 0.013 0.053 -0.164 -0.34
C 2.15628 2.02382 4.49882 -0.129 -0.086 0.232 -0.71
C 2.29149 2.39270 3.17465 -0.152 -0.088 -0.114 -0.57
N 2.03102 3.58199 0.45984 -0.007 0.162 0.381 0.03
C 2.08465 3.66900 -0.89892 -0.005 -0.296 -0.567 -0.60
C 2.49671 4.70909 -1.72173 0.024 0.090 0.009 -0.86
C 2.45627 4.49893 -3.08304 0.033 0.131 0.044 -0.51
C 2.01596 3.28457 -3.61833 -0.007 -0.096 -0.217 -0.84
C 1.60647 2.25037 -2.80881 0.013 0.038 0.084 -0.24
C 1.63579 2.43348 -1.42584 0.111 0.442 0.141 0.52
H -0.66387 -7.79085 1.49165 -0.116 -0.068 0.009 0.32
H 0.98462 -8.41747 1.45735 0.003 -0.147 -0.015 0.40
H 0.31472 -7.61889 0.03441 -0.028 -0.053 -0.119 0.33
H 0.90308 -6.28336 2.72027 0.075 0.052 0.038 0.34
H 1.87775 -6.10826 1.26194 0.063 0.036 0.066 0.33
H -1.03657 -5.25957 1.55481 -0.114 -0.006 -0.045 0.28
H -0.07095 -5.10664 0.08510 -0.096 -0.038 -0.085 0.31
H 1.48834 -3.57590 1.23467 0.102 0.015 0.034 0.30
H 0.63574 -3.81796 2.75673 0.095 -0.009 0.020 0.44
H -0.03893 -1.69414 1.85078 -0.053 0.069 -0.017 -0.27
H -1.41313 -2.79082 1.76891 -0.071 0.057 0.049 0.44
H 0.45069 -2.27392 -0.59661 -0.037 -0.073 -0.029 0.33
H -1.08423 -3.13872 -0.62447 0.107 0.029 -0.077 0.38
H -3.12113 -0.20978 -0.39169 -0.011 -0.184 0.068 0.53
H -3.08070 -1.86323 0.26637 0.015 0.045 0.021 0.37
H -2.76537 -2.75869 -2.04957 -0.055 -0.100 -0.023 0.15
H -4.25179 -1.82583 -1.87535 -0.058 -0.098 0.014 0.42
H -1.62969 -0.76107 -3.01288 0.028 0.088 0.038 0.11
H -3.12630 0.15173 -2.88917 0.042 0.101 0.013 0.27
H -2.63520 -0.76909 -5.17989 0.039 -0.051 -0.081 0.37
H -2.78570 -2.40190 -4.53265 0.064 -0.052 -0.075 0.31
H -4.99139 -0.29637 -4.48885 -0.044 0.030 0.093 0.29
H -5.15439 -1.97013 -3.95519 -0.057 0.054 0.075 0.27
H -4.51266 -1.08741 -6.80574 0.038 0.040 -0.117 0.34
H -4.65816 -2.76036 -6.26735 0.021 -0.106 -0.075 0.34
H -6.06701 -1.69878 -6.23795 -0.091 -0.030 -0.109 0.39
H 1.21916 -0.27033 -1.28530 0.052 -0.129 0.076 0.63
H 1.15668 -0.34897 0.48820 0.026 -0.149 -0.070 0.54
H -0.48598 0.94532 1.90551 -0.123 -0.014 -0.067 0.76
H -0.71413 0.24059 4.27200 -0.082 -0.050 0.052 0.51
H 2.87487 2.32837 5.24346 0.059 0.007 0.086 0.44
H 3.14426 2.98424 2.87495 0.093 0.027 -0.031 0.45
H 2.20844 4.33596 1.10127 -0.068 -0.051 -0.064 0.28
H 2.83366 5.64819 -1.30739 0.043 0.099 0.010 0.39
H 2.76787 5.28660 -3.75315 0.024 0.069 -0.034 0.38
H 1.99713 3.16472 -4.69180 -0.009 -0.022 -0.077 0.39
H 1.25891 1.32030 -3.23352 -0.048 -0.100 -0.067 0.38